No. 1
The following is a quantum chemistry calculation of 7 unconnected molecules or ions with the total composition C51H68BF, from the Open Molecules 2025 dataset.

Output
energy = -2108.79158 Eh
total charge = 0
SMILES = CCCCCCCCCCCCCBCCF.c1ccccc1.c1ccccc1.c1ccccc1.c1ccccc1.c1ccccc1.c1ccccc1

```
121
Properties=species:S:1:pos:R:3:forces:R:3
C 3.1336 -0.6296 -3.9683 -0.10 0.57 0.25
C 3.5639 -0.0093 -2.6441 0.03 -0.17 0.13
C 2.4152 0.1722 -1.6526 -0.04 -0.24 -0.14
C 1.1209 0.6952 -2.2499 0.15 0.28 0.42
C 1.1948 2.1250 -2.7748 -0.37 0.23 -0.01
C 0.3458 2.3661 -4.0236 0.52 -0.72 -0.23
C -1.0385 1.7430 -3.9811 -0.35 0.63 0.25
C -1.9024 2.2287 -2.8122 -0.34 -0.12 -0.52
C -3.1998 1.4015 -2.6667 0.23 0.63 0.22
C -3.5566 0.9657 -1.2446 0.25 -0.37 -0.45
C -2.4615 0.2581 -0.4471 -0.59 -0.42 0.49
C -2.4690 -1.2742 -0.5704 1.19 0.26 -0.39
C -1.5059 -1.7457 -1.7031 -0.69 0.05 -0.02
B -1.8389 -3.1724 -2.2425 0.42 -0.08 0.00
C -1.9569 -3.5328 -3.7710 -0.73 0.53 0.09
C -2.4572 -2.3970 -4.6562 0.08 0.18 0.10
F -1.4504 -1.9739 -5.5340 -0.08 -0.01 0.00
H 2.6524 0.1224 -4.5891 -0.06 0.01 -0.21
H 3.9870 -1.0287 -4.5030 0.07 -0.15 -0.18
H 2.3962 -1.4043 -3.7869 0.00 -0.36 -0.09
H 4.2875 -0.6804 -2.1881 0.24 -0.01 0.20
H 4.0818 0.9353 -2.7951 0.06 0.13 -0.18
H 2.7280 0.8071 -0.8263 0.10 0.11 0.15
H 2.1933 -0.8076 -1.2284 0.00 -0.18 0.17
H 0.3755 0.6690 -1.4605 -0.21 -0.12 0.07
H 0.7691 0.0002 -2.9999 -0.03 -0.12 -0.36
H 0.8455 2.8053 -2.0005 0.06 0.08 0.26
H 2.2255 2.4097 -2.9596 0.23 0.05 -0.20
H 0.2859 3.4233 -4.2556 -0.09 0.33 0.10
H 0.8752 1.9185 -4.8662 0.05 -0.04 -0.20
H -1.5485 2.0416 -4.8942 -0.16 -0.12 -0.24
H -1.0151 0.6587 -4.0028 0.24 -0.25 0.07
H -1.3360 2.2934 -1.8885 0.07 -0.20 0.17
H -2.1941 3.2459 -3.0572 0.06 0.34 0.17
H -3.1744 0.5659 -3.3601 0.08 -0.31 0.03
H -4.0109 2.0375 -3.0077 -0.30 -0.05 -0.19
H -4.3851 0.2650 -1.3248 -0.30 -0.02 0.08
H -3.9474 1.8150 -0.6955 0.11 0.30 0.14
H -2.6248 0.4900 0.6034 -0.02 0.11 0.21
H -1.4595 0.6049 -0.6768 0.07 0.21 -0.10
H -2.0452 -1.6669 0.3458 -0.30 -0.35 0.33
H -3.4688 -1.6710 -0.7096 -0.26 0.02 0.11
H -1.4847 -0.9703 -2.4653 0.10 0.00 -0.28
H -0.5040 -1.7728 -1.2738 0.26 -0.05 0.03
H -1.9746 -4.0441 -1.4328 -0.03 -0.04 0.01
H -2.6088 -4.3895 -3.9227 0.18 -0.34 0.01
H -0.9736 -3.7897 -4.1606 0.27 -0.27 0.10
H -2.7405 -1.5233 -4.0721 -0.02 0.13 -0.02
H -3.3203 -2.6881 -5.2500 0.02 -0.09 -0.20
C 2.2918 -0.1111 4.5218 -0.03 -0.09 0.02
C 3.6146 -0.5315 4.5253 0.01 -0.03 0.01
C 4.2204 -0.9276 3.3406 0.00 0.02 0.00
C 3.5056 -0.8955 2.1504 0.02 0.01 -0.02
C 2.1846 -0.4717 2.1477 -0.03 0.01 -0.02
C 1.5763 -0.0834 3.3338 -0.05 -0.02 -0.01
H 1.8199 0.1997 5.4452 0.01 0.03 0.02
H 4.1744 -0.5476 5.4516 0.00 0.00 0.00
H 5.2507 -1.2593 3.3441 0.00 0.01 0.00
H 3.9787 -1.1987 1.2247 0.00 0.00 0.00
H 1.6283 -0.4416 1.2190 0.00 -0.01 -0.01
H 0.5437 0.2449 3.3310 0.35 -0.11 0.01
C -1.5208 -6.6694 -5.6357 0.01 0.00 -0.02
C -0.6607 -7.6706 -5.2074 0.01 0.00 0.01
C -1.1596 -8.9279 -4.8962 0.00 0.00 0.00
C -2.5177 -9.1857 -5.0198 0.01 -0.01 0.00
C -3.3775 -8.1850 -5.4509 -0.02 0.00 0.01
C -2.8795 -6.9261 -5.7561 0.00 0.01 0.00
H -1.1322 -5.6885 -5.8767 0.00 0.00 -0.02
H 0.3993 -7.4707 -5.1157 0.00 0.00 0.00
H -0.4895 -9.7075 -4.5572 0.00 0.00 -0.01
H -2.9061 -10.1672 -4.7803 0.00 0.00 0.00
H -4.4365 -8.3867 -5.5490 0.00 0.00 0.00
H -3.5507 -6.1441 -6.0890 0.00 0.00 -0.01
C -2.5510 2.3504 3.3842 -0.01 0.00 -0.03
C -3.3092 2.8615 4.4281 -0.02 0.01 -0.01
C -3.1452 2.3640 5.7135 0.00 0.00 0.03
C -2.2179 1.3601 5.9568 -0.01 0.01 0.01
C -1.4576 0.8505 4.9134 0.01 -0.01 0.00
C -1.6267 1.3438 3.6271 -0.08 0.03 -0.01
H -2.6797 2.7365 2.3807 0.00 0.00 0.00
H -4.0289 3.6481 4.2406 0.00 0.00 0.00
H -3.7410 2.7601 6.5261 0.00 0.03 -0.01
H -2.0877 0.9746 6.9600 0.00 0.00 0.00
H -0.7333 0.0678 5.1029 -0.03 -0.01 0.02
H -1.0370 0.9437 2.8110 -0.19 0.10 -0.04
C 7.4717 -0.1768 -5.0440 -0.01 0.01 0.00
C 7.2792 -1.3991 -4.4160 -0.04 -0.01 0.02
C 8.1101 -2.4709 -4.7107 0.01 0.00 0.00
C 9.1391 -2.3178 -5.6294 0.00 0.00 0.00
C 9.3335 -1.0946 -6.2558 0.01 0.00 -0.01
C 8.4982 -0.0249 -5.9656 0.00 0.00 0.00
H 6.8210 0.6578 -4.8150 0.00 0.00 0.00
H 6.4793 -1.5160 -3.6951 0.00 0.00 0.00
H 7.9559 -3.4256 -4.2244 0.00 0.00 0.01
H 9.7896 -3.1524 -5.8573 0.00 0.00 0.00
H 10.1368 -0.9751 -6.9715 0.00 0.00 0.00
H 8.6475 0.9277 -6.4574 0.00 0.00 0.00
C -8.4081 4.3889 8.1114 0.00 0.00 0.00
C -8.0647 3.4312 7.1674 0.00 0.01 -0.02
C -6.9081 2.6811 7.3279 0.02 -0.01 0.00
C -6.0988 2.8844 8.4375 0.00 0.00 -0.02
C -6.4434 3.8402 9.3829 0.02 0.01 0.01
C -7.5965 4.5946 9.2184 -0.01 0.00 0.00
H -9.3090 4.9753 7.9846 0.00 0.00 0.00
H -8.6991 3.2692 6.3054 0.00 0.00 0.00
H -6.6370 1.9379 6.5885 0.00 -0.01 0.01
H -5.1986 2.2963 8.5658 -0.01 -0.01 0.01
H -5.8126 3.9974 10.2484 0.00 0.00 0.00
H -7.8633 5.3429 9.9536 0.00 0.00 0.00
C 2.6987 5.4988 6.0438 0.00 0.00 0.00
C 3.9782 5.1212 5.6603 0.01 0.00 0.01
C 4.1643 3.9813 4.8901 -0.01 0.02 0.01
C 3.0701 3.2223 4.4983 0.04 0.05 -0.04
C 1.7907 3.6017 4.8796 -0.03 -0.03 -0.01
C 1.6046 4.7379 5.6548 0.00 0.01 0.01
H 2.5538 6.3866 6.6461 0.00 0.00 0.00
H 4.8310 5.7159 5.9622 0.00 0.00 0.01
H 5.1626 3.6833 4.5952 0.00 0.01 -0.01
H 3.2139 2.3368 3.8947 0.00 -0.01 -0.02
H 0.9368 3.0102 4.5714 -0.02 -0.01 0.00
H 0.6066 5.0312 5.9550 -0.01 0.00 -0.01
```
Positions in Å, forces in eV/Å.

=====

No. 2
The following is a quantum chemistry calculation of a molecular structure, C51H78AsCsN6O, from the Open Molecules 2025 dataset.

Output
energy = -4649.80408 Eh
total charge = -2
ΔE to the lowest compared entry with this formula, charge and spin = 2.019 eV

```
138
Properties=species:S:1:pos:R:3:forces:R:3
Cs -0.3413 -1.4086 0.0613 1.25 1.16 -0.27
N -0.3769 1.2126 -2.8186 0.10 -0.29 0.01
C -0.6207 0.7157 -4.0423 0.00 0.02 -0.05
C -1.3144 1.3922 -5.0374 0.02 0.00 0.05
C -1.4698 0.8291 -6.3126 -0.02 0.02 -0.02
C -0.9517 -0.3953 -6.6452 0.00 -0.01 0.00
C -0.2518 -1.1280 -5.6554 0.01 -0.02 0.01
C 0.3251 -2.3996 -5.8823 0.01 0.00 0.01
C 0.9818 -3.0454 -4.8744 0.00 0.00 0.00
C 1.0522 -2.4348 -3.6036 -0.04 -0.02 -0.02
N 0.5190 -1.2670 -3.3585 0.05 0.13 0.07
C -0.1023 -0.5948 -4.3582 -0.06 -0.11 -0.02
H -0.8348 2.0510 -2.4168 -0.10 0.21 0.05
H 0.0990 0.5704 -2.2054 0.05 0.11 0.03
H -1.7180 2.3718 -4.8150 0.00 0.00 -0.01
H -2.0161 1.3961 -7.0592 0.00 -0.01 0.00
H -1.0713 -0.8109 -7.6385 0.00 -0.01 0.00
H 0.2400 -2.8482 -6.8667 0.00 0.01 -0.01
H 1.4407 -4.0136 -5.0273 0.00 0.00 -0.01
H 1.5616 -2.9216 -2.7758 0.00 0.00 0.01
N -0.3338 2.7050 1.6681 -0.17 -0.02 -0.14
C 0.7320 2.6361 2.5070 0.21 0.08 0.08
C 1.6572 3.6103 2.6563 -0.02 -0.06 0.03
C 2.6891 3.5091 3.6707 0.01 0.00 0.02
C 2.8330 2.4673 4.5002 0.03 0.04 0.00
C 1.9413 1.2753 4.3683 -0.03 -0.01 0.01
C 0.7884 1.3806 3.3220 0.01 -0.16 0.14
H -0.3279 3.4208 0.9512 -0.01 -0.01 0.01
H -0.7423 1.8343 1.3674 0.00 0.04 -0.02
H 1.6103 4.4918 2.0263 0.00 -0.02 0.00
H 3.3717 4.3485 3.7640 -0.01 -0.01 0.00
H 3.6071 2.4651 5.2597 -0.01 -0.02 -0.01
H 1.6239 0.8778 5.3369 -0.01 0.02 0.00
H -0.2146 1.1247 3.6795 0.00 -0.02 0.01
C -1.5808 -3.1839 4.8982 0.04 -0.03 0.01
C -2.4311 -1.9747 4.5273 0.00 0.02 0.00
As -2.6285 -1.8044 2.5492 -0.19 0.03 0.44
C -3.8079 -3.3575 2.2652 0.02 0.02 -0.03
C -4.9810 -3.5198 3.2200 -0.03 0.01 0.02
C -3.9731 -0.3559 2.6833 -0.02 -0.07 -0.01
C -4.8505 -0.1694 1.4527 -0.04 0.03 0.01
H -1.4313 -3.2749 5.9783 0.00 0.01 0.00
H -0.5944 -3.1278 4.4304 -0.01 0.00 -0.01
H -2.0438 -4.1129 4.5531 -0.01 0.00 0.01
H -1.9388 -1.0522 4.8509 0.00 -0.01 0.03
H -3.4042 -2.0076 5.0256 -0.01 -0.01 -0.02
H -3.1602 -4.2381 2.2925 -0.01 0.00 -0.01
H -4.1356 -3.2501 1.2317 -0.01 0.02 0.00
H -4.6516 -3.7552 4.2349 0.01 0.01 0.00
H -5.6457 -4.3269 2.8971 0.01 -0.01 0.00
H -5.5810 -2.6084 3.2746 0.00 -0.01 -0.01
H -3.4020 0.5541 2.8897 0.02 0.00 -0.03
H -4.5796 -0.5510 3.5732 0.00 0.02 0.00
H -4.2428 -0.1091 0.5508 0.02 0.00 -0.02
H -5.4614 0.7336 1.5455 -0.01 -0.01 0.00
H -5.5243 -1.0210 1.3209 0.02 -0.01 -0.01
C -2.8267 -3.4891 -1.8541 -0.07 -0.02 -0.09
C -3.5738 -2.3075 -1.2042 0.00 -0.19 -0.07
C -4.0092 -1.3257 -2.2989 0.00 0.02 -0.04
O -2.7893 -1.7213 -0.2550 -1.35 -0.16 -0.17
H -3.4320 -4.0174 -2.6010 0.00 0.01 0.02
H -2.5188 -4.2049 -1.0866 0.00 0.02 0.01
H -1.9248 -3.1159 -2.3560 -0.04 -0.01 0.02
H -4.5230 -2.7310 -0.7798 0.00 -0.01 0.00
H -3.1244 -0.8838 -2.7701 -0.01 -0.01 0.01
H -4.5973 -0.5119 -1.8697 0.01 -0.01 0.01
H -4.6075 -1.8153 -3.0766 -0.01 0.00 0.02
C -0.3620 7.5778 1.0706 0.02 0.02 0.01
C 0.0245 6.3951 0.2164 0.07 -0.01 -0.02
C 1.3592 6.1644 -0.0920 -0.08 0.05 0.00
C 1.6887 5.0491 -0.8816 -0.04 -0.01 0.00
C 3.1290 4.7788 -1.2369 0.03 -0.02 -0.01
C 0.7016 4.2105 -1.3356 0.02 -0.01 0.01
C -0.6964 4.3972 -1.0470 0.07 0.01 -0.03
C -0.9767 5.5457 -0.2438 0.01 0.04 0.02
N -1.5348 3.4669 -1.5033 -0.14 0.01 0.06
C -2.9664 3.4895 -1.2141 0.08 -0.02 -0.07
C -3.5266 2.2546 -1.9274 0.11 -0.03 -0.01
C -3.7023 4.7206 -1.7848 0.03 0.02 -0.08
C -3.2874 3.3178 0.2793 -0.02 0.00 0.10
H 0.5213 8.0936 1.4516 0.00 0.00 0.00
H -0.9656 7.2632 1.9251 -0.01 0.00 0.01
H -0.9547 8.2992 0.5012 0.00 0.00 0.00
H 2.1373 6.8220 0.2828 -0.01 0.01 0.01
H 3.8069 5.2815 -0.5439 -0.01 -0.01 0.01
H 3.3563 5.1387 -2.2443 0.01 0.00 0.00
H 3.3499 3.7103 -1.2138 -0.01 0.03 -0.01
H 0.9703 3.3396 -1.9266 -0.01 0.04 0.00
H -1.9920 5.7753 0.0453 -0.05 0.00 -0.02
H -3.4396 2.3633 -3.0121 -0.01 0.02 0.00
H -4.5771 2.0829 -1.6747 0.01 -0.01 0.01
H -2.9383 1.3790 -1.6417 -0.16 0.00 0.03
H -3.2287 5.0067 -2.7269 -0.04 0.00 -0.02
H -3.6862 5.5863 -1.1248 0.07 0.05 0.06
H -4.7530 4.4824 -1.9836 0.03 -0.01 0.04
H -2.9566 2.3298 0.6095 -0.03 0.00 0.00
H -4.3697 3.3705 0.4409 0.00 0.00 0.02
H -2.8071 4.0618 0.9196 -0.04 -0.05 -0.12
C 3.7713 -1.5018 4.5882 0.01 0.00 0.05
C 3.6008 -0.6529 3.3307 0.01 0.01 -0.06
C 2.3837 0.1966 3.4005 0.12 0.05 -0.13
N 1.4190 0.2552 2.5586 -0.20 0.13 0.00
H 4.6856 -2.0952 4.5397 -0.01 0.00 -0.01
H 2.9322 -2.1881 4.7118 0.01 0.02 0.00
H 3.8270 -0.8718 5.4798 0.01 0.00 0.00
H 3.5307 -1.2590 2.4243 0.00 -0.02 0.02
H 4.4641 0.0098 3.2134 -0.01 0.01 0.00
C 3.6588 0.7457 -2.6816 -0.02 0.00 0.02
C 3.9554 -0.5939 -2.0560 0.01 -0.03 -0.01
C 5.1235 -1.2990 -2.3994 -0.02 0.00 -0.03
C 5.3341 -2.5496 -1.8383 0.00 -0.02 0.00
C 6.5924 -3.3182 -2.1696 0.02 0.00 0.02
C 4.4132 -3.1259 -0.9671 -0.03 0.02 -0.02
C 3.1928 -2.4697 -0.6030 -0.03 0.07 0.00
C 3.0552 -1.1511 -1.1870 0.08 -0.19 0.20
N 2.1583 -2.8687 0.1410 0.27 -0.23 0.03
C 1.9972 -4.0615 0.9528 -0.01 0.04 -0.11
C 0.5937 -4.6210 0.6348 0.11 -0.06 0.00
C 2.9861 -5.2294 0.8041 0.00 -0.04 -0.02
C 2.0017 -3.6328 2.4329 0.08 -0.02 -0.01
H 4.5740 1.2599 -2.9837 0.01 -0.01 0.01
H 3.1115 1.3923 -1.9936 -0.01 -0.01 0.01
H 3.0317 0.6258 -3.5702 0.01 -0.01 0.00
H 5.8487 -0.8671 -3.0820 0.00 0.00 0.00
H 7.1941 -2.7882 -2.9105 0.00 0.00 0.00
H 6.3588 -4.3089 -2.5692 -0.01 0.00 0.00
H 7.2093 -3.4669 -1.2786 0.00 0.00 0.00
H 4.6467 -4.1105 -0.5914 0.00 -0.01 0.01
H 2.1673 -0.5860 -0.9205 0.13 -0.01 -0.05
H 0.5507 -4.9391 -0.4104 -0.02 0.00 0.02
H -0.1701 -3.8563 0.7779 0.02 -0.34 0.14
H 0.3423 -5.4697 1.2802 0.00 -0.02 -0.03
H 3.0346 -5.5753 -0.2305 0.00 0.01 0.00
H 2.6564 -6.0672 1.4286 0.00 0.00 0.00
H 3.9895 -4.9500 1.1259 0.00 0.01 0.01
H 1.4176 -2.7150 2.5558 -0.02 -0.10 0.00
H 3.0250 -3.4164 2.7488 -0.01 -0.01 -0.02
H 1.6015 -4.4145 3.0901 0.00 0.00 0.00
```
Positions in Å, forces in eV/Å.

=====

no.,Kohn-Sham gap (Eh)
1,0.356
2,0.176